DFT (ωB97M-V/def2-TZVPD) results for 2 unconnected molecules or ions with the total composition C4H13NOS.

Last column: Mulliken charge in e.
Cartesian coordinates (Å):
N -1.9754 1.0416 -0.7751  -0.6346
H -2.2374 1.5193 0.0806  0.2240
C 0.4585 -1.1266 1.1264  -0.6266
H -2.4616 -2.3428 -0.8619  0.3176
H 0.5781 -1.3420 2.2127  0.3989
H -3.2898 -0.9989 -1.5688  0.3543
O 6.3449 2.8071 -0.4138  -0.6372
H -2.5339 0.8381 -1.5866  0.2525
H 6.2083 3.7431 -0.5843  0.3194
H 5.9642 2.3833 -1.1881  0.3178
H -3.3893 -1.3591 0.2098  0.2626
C -0.8441 -0.3326 1.0329  -0.6620
H 0.1877 -2.1425 0.6879  0.2576
S 1.7161 -0.5785 0.0143  -0.2243
C -2.7055 -1.2841 -0.6558  -1.3284
H -0.5936 0.7497 1.1175  0.2909
H 2.5778 0.0540 0.8735  0.1328
C -1.5755 -0.3608 -0.3661  0.6472
H -0.7469 -0.6001 -1.0306  0.0244
H -1.6828 -0.6683 1.6755  0.3129

HOMO-LUMO gap in eV: 9.67
Lowest unoccupied orbital energy in eV: 0.679
2S+1: 1
DFT total energy in eV: -18730.337

---

DFT (ωB97M-V/def2-TZVPD) results for 2 unconnected molecules or ions with the total composition C4H13NOS.

Last column: Mulliken charge in e.
Cartesian coordinates (Å):
N 0.2622 -0.4231 1.9681  -0.4929
H -0.3885 1.3962 2.7314  0.3271
H 2.5518 3.6252 -3.3875  0.3089
H 1.2012 -0.0741 1.7983  0.2540
C -0.1872 0.4048 3.1231  -0.8247
S -1.5979 -1.0383 -2.7448  -0.2416
H -0.5467 0.8893 0.5261  0.3000
O 2.3322 3.0497 -2.6504  -0.6212
H 0.6190 -0.0430 -1.1487  0.3317
H -1.6661 -1.9578 -0.6445  0.3519
H -2.1344 -2.2337 -2.9462  0.1198
H -1.0615 0.0223 3.6584  0.2462
H 1.5705 3.5951 -2.3854  0.3135
H 1.0821 -1.5009 -0.1732  0.2873
H 0.6993 0.4137 3.7617  0.3246
C -0.7641 -1.7426 -1.2024  -0.7457
C -0.4708 -0.2014 0.7248  -0.4306
C 0.2748 -0.8353 -0.4969  -0.5086
H -0.3103 -2.7134 -1.3761  0.3895
H -1.4655 -0.6325 0.8644  0.3107

HOMO-LUMO gap in eV: 9.51
Lowest unoccupied orbital energy in eV: 0.712
2S+1: 1
DFT total energy in eV: -18730.436

---

DFT (ωB97M-V/def2-TZVPD) results for 2 unconnected molecules or ions with the total composition C4H13NOS.

Last column: Mulliken charge in e.
Cartesian coordinates (Å):
H -0.9159 0.7245 -0.8037  0.5176
H 0.2093 -3.0994 0.3076  0.3765
H -0.5923 -1.8379 0.1326  0.2201
H 2.0765 0.4382 -0.8013  0.3700
H 0.1255 -1.1843 -2.4092  0.1702
S -0.8402 1.6100 1.9889  -0.1517
H 0.2529 1.6852 -1.5876  0.2579
H -0.7088 -0.6386 1.1750  -0.4502
C 0.0046 1.1721 -0.5385  -0.9083
C 1.0746 -0.0254 -0.8537  -0.3440
N 1.0002 -0.8821 -1.9988  -0.3368
H 1.3751 2.1180 0.6985  0.2696
H 1.7811 -0.9131 -2.6128  0.1792
H -0.1818 3.1222 0.3792  0.3004
H -1.4649 -0.4649 2.9513  0.4120
C -1.3025 -0.1548 1.9351  -0.2256
C 0.2537 2.1189 0.5381  -0.3881
H 0.8446 -0.6892 0.1057  0.1306
H -2.4593 -0.3184 1.5879  0.2543
O -0.5323 -2.7809 -0.1945  -0.6538

HOMO-LUMO gap in eV: 9.32
Lowest unoccupied orbital energy in eV: 0.857
2S+1: 1
DFT total energy in eV: -18729.007

---

DFT (ωB97M-V/def2-TZVPD) results for 2 unconnected molecules or ions with the total composition C4H13NOS.

Last column: Mulliken charge in e.
Cartesian coordinates (Å):
O 2.9753 5.8454 0.1383  -0.6518
H 2.4598 6.5670 0.5185  0.3271
C -2.2748 -2.1497 1.3607  -1.1854
H -1.0220 -3.2404 -0.0297  0.3831
H 2.9779 0.6820 -0.2856  0.2005
H -0.2009 -1.9701 0.9015  0.2793
H 0.5329 1.3507 -0.5382  0.4160
H -0.3766 0.0338 -2.0397  0.3390
H -1.6842 -1.7363 -1.5197  0.3317
S 2.2449 -0.3370 0.1889  -0.1603
C -0.0562 -0.6184 -1.2181  -0.4851
H 0.0606 0.2559 0.7449  0.3347
H -1.9292 -2.5916 2.2912  0.3379
H 0.6852 -1.2347 -1.7717  0.4100
H -3.2144 -2.6431 1.1094  0.3649
H 3.1399 6.0988 -0.7753  0.3250
N -1.2068 -1.2855 -0.7376  -0.0236
H -2.5994 -1.1240 1.4808  0.3459
C -1.1086 -2.2308 0.3808  -0.2101
C 0.5968 0.3280 -0.1993  -0.6789

HOMO-LUMO gap (spin up / spin down) in eV: 10.25 / 4.88
Lowest unoccupied orbital energy (spin up / spin down) in eV: -3.090 / -8.174
⟨S²⟩: 0.755
Total charge: +1
2S+1: 2
DFT total energy in eV: -18722.389

---

DFT (ωB97M-V/def2-TZVPD) results for 2 unconnected molecules or ions with the total composition C4H13NOS2.

Last column: Mulliken charge in e.
Cartesian coordinates (Å):
H 1.4581 -0.2789 1.3789  0.2704
H -0.0255 -1.0163 3.0548  0.3690
H 1.9755 1.3802 -1.2497  0.2941
C -0.4310 -0.8996 2.0436  -0.7863
H 3.1264 0.1077 -0.7276  0.2943
H 0.2778 1.0907 1.7021  0.4360
H 2.5244 0.2424 -2.3794  0.3721
C 2.2604 0.3325 -1.3443  -1.0384
S -2.1677 -0.3930 2.3316  -0.0364
O -1.9764 2.3341 -1.4096  -0.6475
H -2.6771 -2.2392 0.2982  0.1252
H -0.1328 1.0484 -0.3935  0.0069
S -3.2491 -1.0859 0.6984  -0.2108
C 0.4387 0.1067 1.3076  -0.4754
H 0.4926 -0.8098 -1.9122  0.4158
H -0.4978 -1.8560 1.5379  0.2954
H -1.1581 2.1824 -1.8746  0.3144
H -2.6201 1.6227 -1.4180  0.3283
C 1.0270 -0.5143 -1.0063  -0.6304
H 1.3310 -1.4375 -0.5148  0.3319
N 0.0236 0.0827 -0.1229  -0.0285

HOMO-LUMO gap in eV: 8.56
Lowest unoccupied orbital energy in eV: 0.513
2S+1: 1
DFT total energy in eV: -29566.070

---

DFT (ωB97M-V/def2-TZVPD) results for 2 unconnected molecules or ions with the total composition C4H13NOS2.

Last column: Mulliken charge in e.
Cartesian coordinates (Å):
S -0.5414 -1.0612 3.2041  -0.2040
C -0.3327 -1.0767 0.2321  -0.9474
H 0.6015 0.8408 -2.0772  0.2476
C -0.6020 0.2748 -0.4259  0.7494
S -1.3022 -1.6624 1.5698  -0.0529
C -0.8537 -0.1906 -3.1405  -0.8958
H 2.0483 -0.8747 3.1938  0.3088
H 2.4740 0.0656 1.9291  0.3153
H 0.1452 2.4811 -0.0720  0.3227
H -1.6745 0.5755 -0.2496  0.2412
H -0.0244 1.6817 1.2605  0.3209
H -0.4642 0.3607 -3.9574  0.3278
H -1.0073 0.1861 3.3991  0.1372
C 0.2760 1.3593 0.2738  -1.3994
H -0.7674 -1.2408 -3.4164  0.2664
H -0.3249 -1.7923 -0.5524  0.4214
H 1.3199 1.0261 0.3179  0.3621
H 0.7187 -1.2008 0.5507  0.2039
H -1.9388 0.1578 -3.0637  0.2739
N -0.1503 0.1022 -1.8596  -0.3920
O 2.4001 -0.0121 2.8837  -0.6071

HOMO-LUMO gap in eV: 9.43
Lowest unoccupied orbital energy in eV: 0.702
2S+1: 1
DFT total energy in eV: -29565.109

---

> Look up the DFT total energy of the third one.

-18729.007 eV

---

Please write out number 4 again, unchanged.
DFT (ωB97M-V/def2-TZVPD) results for 2 unconnected molecules or ions with the total composition C4H13NOS.

Last column: Mulliken charge in e.
Cartesian coordinates (Å):
O 2.9753 5.8454 0.1383  -0.6518
H 2.4598 6.5670 0.5185  0.3271
C -2.2748 -2.1497 1.3607  -1.1854
H -1.0220 -3.2404 -0.0297  0.3831
H 2.9779 0.6820 -0.2856  0.2005
H -0.2009 -1.9701 0.9015  0.2793
H 0.5329 1.3507 -0.5382  0.4160
H -0.3766 0.0338 -2.0397  0.3390
H -1.6842 -1.7363 -1.5197  0.3317
S 2.2449 -0.3370 0.1889  -0.1603
C -0.0562 -0.6184 -1.2181  -0.4851
H 0.0606 0.2559 0.7449  0.3347
H -1.9292 -2.5916 2.2912  0.3379
H 0.6852 -1.2347 -1.7717  0.4100
H -3.2144 -2.6431 1.1094  0.3649
H 3.1399 6.0988 -0.7753  0.3250
N -1.2068 -1.2855 -0.7376  -0.0236
H -2.5994 -1.1240 1.4808  0.3459
C -1.1086 -2.2308 0.3808  -0.2101
C 0.5968 0.3280 -0.1993  -0.6789

HOMO-LUMO gap (spin up / spin down) in eV: 10.25 / 4.88
Lowest unoccupied orbital energy (spin up / spin down) in eV: -3.090 / -8.174
⟨S²⟩: 0.755
Total charge: +1
2S+1: 2
DFT total energy in eV: -18722.389

---

Please write out number 3 again, unchanged.
DFT (ωB97M-V/def2-TZVPD) results for 2 unconnected molecules or ions with the total composition C4H13NOS.

Last column: Mulliken charge in e.
Cartesian coordinates (Å):
H -0.9159 0.7245 -0.8037  0.5176
H 0.2093 -3.0994 0.3076  0.3765
H -0.5923 -1.8379 0.1326  0.2201
H 2.0765 0.4382 -0.8013  0.3700
H 0.1255 -1.1843 -2.4092  0.1702
S -0.8402 1.6100 1.9889  -0.1517
H 0.2529 1.6852 -1.5876  0.2579
H -0.7088 -0.6386 1.1750  -0.4502
C 0.0046 1.1721 -0.5385  -0.9083
C 1.0746 -0.0254 -0.8537  -0.3440
N 1.0002 -0.8821 -1.9988  -0.3368
H 1.3751 2.1180 0.6985  0.2696
H 1.7811 -0.9131 -2.6128  0.1792
H -0.1818 3.1222 0.3792  0.3004
H -1.4649 -0.4649 2.9513  0.4120
C -1.3025 -0.1548 1.9351  -0.2256
C 0.2537 2.1189 0.5381  -0.3881
H 0.8446 -0.6892 0.1057  0.1306
H -2.4593 -0.3184 1.5879  0.2543
O -0.5323 -2.7809 -0.1945  -0.6538

HOMO-LUMO gap in eV: 9.32
Lowest unoccupied orbital energy in eV: 0.857
2S+1: 1
DFT total energy in eV: -18729.007

---

> The highest 2S+1 belongs to which entry?

number 4